Record 1
Computed, not measured: a single C9H14N2O2S molecule, with the ωB97M-V functional and the def2-TZVPD basis.

Each line ends with the Löwdin charge.
Geometry (Å):
C1 -3.148 -2.686 -0.369  -0.1133
C2 -2.434 -1.362 -0.599  -0.2482
H1 -3.130 -0.629 -1.013  0.1076
H2 -1.623 -1.503 -1.316  0.1132
C3 -1.849 -0.813 0.709  -0.1448
C4 -1.188 0.498 0.467  -0.3137
C5 0.163 0.701 0.306  -0.3742
C6 1.255 -0.247 0.382  -0.5160
O1 1.144 -1.435 0.584  0.0989
O2 2.436 0.371 0.198  -0.0617
C7 3.606 -0.441 0.242  -0.2240
C8 4.707 0.250 -0.542  -0.0638
H3 4.901 1.233 -0.121  0.0757
H4 4.410 0.371 -1.580  0.0781
H5 5.615 -0.344 -0.497  0.0765
H6 3.896 -0.576 1.291  0.1305
H7 3.368 -1.425 -0.178  0.1228
S1 0.488 2.392 -0.001  1.1018
C9 -1.245 2.668 0.111  -0.6789
N1 -1.950 1.611 0.355  0.1003
N2 -1.769 3.891 -0.100  0.0943
H8 -1.161 4.690 -0.071  0.0910
H9 -2.737 4.020 0.140  0.1054
H10 -2.657 -0.666 1.428  0.1232
H11 -1.121 -1.518 1.107  0.1082
H12 -3.967 -2.562 0.337  0.0710
H13 -3.554 -3.067 -1.303  0.0672
H14 -2.457 -3.423 0.033  0.0731

Results
Frontier orbital gap: 8.78 eV
HOMO level: -8.2535 eV
SMILES: CCCc1nc(N)sc1C(=O)OCC
LUMO: 0.53 eV
Total charge: 0

=====

Record 2
Computed, not measured: 11 unconnected molecules or ions with the total composition C36H69ClF4NO12P, with the ωB97M-V functional and the def2-TZVPD basis.

Each line ends with the Löwdin charge.
Geometry (Å):
O1 5.903 -2.948 4.448  0.0334
C1 4.574 -2.756 4.220  -0.2254
F1 3.670 -3.173 5.332  -0.0081
N1 4.141 -2.110 2.922  -0.1424
C2 3.712 -3.102 1.874  -0.2297
O2 3.331 -2.855 0.621  0.0324
F2 3.741 -4.556 2.278  -0.0143
P1 3.011 -0.760 3.147  0.5564
Cl1 1.754 0.907 3.590  0.2620
C3 1.468 -1.868 3.304  -0.2968
C4 0.532 -1.923 1.919  -0.1265
F3 -0.028 -3.309 1.710  -0.1550
C5 3.600 0.191 1.602  -0.2958
C6 4.551 1.495 2.041  -0.1541
F4 5.679 1.636 1.053  -0.1442
H1 3.720 -0.458 4.399  0.0692
H2 1.667 -2.945 3.754  0.1074
H3 0.760 -1.335 4.105  0.0806
H4 -0.425 -1.224 2.052  0.1377
H5 1.099 -1.518 0.972  0.1045
H6 2.634 0.574 1.030  0.0763
H7 4.265 -0.430 0.855  0.1075
H8 3.846 2.429 2.019  0.1156
H9 5.018 1.366 3.111  0.1177
C7 -1.314 0.716 -1.607  -0.0359
C8 0.069 0.869 -1.032  -0.4827
O3 0.259 0.865 0.183  0.0005
C9 1.210 1.026 -2.001  -0.0216
H10 -2.037 0.613 -0.791  0.0750
H11 -1.572 1.602 -2.193  0.0880
H12 -1.360 -0.179 -2.231  0.0803
H13 1.064 1.925 -2.605  0.0708
H14 1.277 0.144 -2.643  0.0932
H15 2.148 1.126 -1.445  0.0783
C10 -4.973 -1.272 -0.679  -0.0114
C11 -5.031 -0.140 -1.669  -0.4583
O4 -4.015 0.465 -2.009  0.0256
C12 -6.381 0.224 -2.228  -0.0175
H16 -3.936 -1.423 -0.361  0.0831
H17 -5.576 -1.029 0.199  0.0906
H18 -5.333 -2.192 -1.145  0.0546
H19 -7.047 0.534 -1.419  0.0869
H20 -6.804 -0.629 -2.764  0.0762
H21 -6.270 1.058 -2.930  0.0826
C13 -6.973 -5.403 -3.874  -0.0244
C14 -6.901 -4.376 -2.776  -0.4783
O5 -6.206 -3.367 -2.890  0.0368
C15 -7.712 -4.631 -1.534  -0.0174
H22 -6.337 -5.088 -4.708  0.0854
H23 -6.613 -6.367 -3.505  0.0878
H24 -8.002 -5.493 -4.232  0.0872
H25 -7.385 -5.560 -1.061  0.0896
H26 -8.773 -4.686 -1.788  0.0887
H27 -7.563 -3.807 -0.828  0.0827
C16 -0.210 -6.142 2.107  -0.0247
C17 -1.395 -6.574 2.928  -0.4738
O6 -2.445 -5.933 2.920  0.0436
C18 -1.247 -7.821 3.758  -0.0260
H28 -0.461 -5.228 1.560  0.0591
H29 0.640 -5.935 2.763  0.0857
H30 0.047 -6.922 1.386  0.0896
H31 -0.444 -7.689 4.487  0.0860
H32 -1.037 -8.676 3.110  0.0856
H33 -2.182 -8.012 4.297  0.0809
C19 -1.546 2.417 -6.552  -0.0163
C20 -1.288 1.633 -5.293  -0.4681
O7 -0.313 1.869 -4.582  0.0405
C21 -2.271 0.550 -4.938  -0.0199
H34 -0.756 3.165 -6.682  0.0606
H35 -1.538 1.747 -7.415  0.0893
H36 -2.507 2.932 -6.479  0.0911
H37 -2.295 -0.204 -5.729  0.0905
H38 -3.264 0.982 -4.793  0.0890
H39 -1.958 0.068 -4.005  0.0475
C22 2.553 5.207 -8.783  -0.0284
C23 1.536 5.299 -7.677  -0.4868
O8 0.349 5.049 -7.878  0.0382
C24 2.028 5.711 -6.315  -0.0228
H40 2.055 4.899 -9.708  0.0835
H41 3.018 6.183 -8.943  0.0846
H42 3.311 4.461 -8.529  0.0858
H43 2.469 6.710 -6.365  0.0796
H44 2.762 4.988 -5.951  0.0902
H45 1.184 5.735 -5.617  0.0867
C25 0.437 4.268 -0.587  -0.0114
C26 1.756 4.982 -0.713  -0.4789
O9 2.821 4.367 -0.687  0.0463
C27 1.722 6.479 -0.874  -0.0226
H46 0.616 3.193 -0.478  0.0510
H47 -0.095 4.625 0.298  0.0941
H48 -0.163 4.433 -1.485  0.0936
H49 1.246 6.935 -0.002  0.0877
H50 1.179 6.743 -1.785  0.0885
H51 2.746 6.859 -0.953  0.0583
C28 5.348 -1.318 10.230  -0.0304
C29 4.885 -1.558 8.818  -0.4906
O10 3.797 -1.143 8.423  0.0470
C30 5.806 -2.326 7.907  -0.0213
H52 4.583 -0.752 10.771  0.0838
H53 5.501 -2.274 10.738  0.0851
H54 6.274 -0.738 10.224  0.0851
H55 5.979 -3.326 8.312  0.0925
H56 6.752 -1.790 7.797  0.0914
H57 5.341 -2.423 6.920  0.0441
C31 5.553 8.097 -4.388  -0.0241
C32 4.536 8.189 -3.282  -0.4859
O11 3.349 7.938 -3.484  0.0433
C33 5.028 8.601 -1.920  -0.0251
H58 5.055 7.789 -5.314  0.0767
H59 6.018 9.073 -4.549  0.0867
H60 6.311 7.351 -4.134  0.0888
H61 5.469 9.599 -1.971  0.0871
H62 5.762 7.878 -1.557  0.0921
H63 4.184 8.625 -1.222  0.0733
C34 -5.752 -4.124 6.023  -0.0300
C35 -6.215 -4.364 4.611  -0.4935
O12 -7.303 -3.948 4.217  0.0389
C36 -5.294 -5.131 3.700  -0.0367
H64 -6.517 -3.557 6.565  0.0821
H65 -5.599 -5.079 6.531  0.0840
H66 -4.826 -3.543 6.017  0.0855
H67 -5.121 -6.132 4.105  0.0844
H68 -4.348 -4.596 3.591  0.0710
H69 -5.759 -5.228 2.713  0.0828

Results
Frontier orbital gap: 8.40 eV
HOMO level: -9.2336 eV
SMILES: O=C(F)N(C(=O)F)[PH](Cl)(CCF)CCF.CC(C)=O.CC(C)=O.CC(C)=O.CC(C)=O.CC(C)=O.CC(C)=O.CC(C)=O.CC(C)=O.CC(C)=O.CC(C)=O
LUMO: -0.83 eV
Total charge: 0

=====

Record 3
Computed, not measured: a molecular structure, C31H44BrN5O4Ti, with the ωB97M-V functional and the def2-TZVPD basis.

Each line ends with the Mulliken spin population.
Geometry (Å):
Ti1 -0.405 0.590 0.322  0.9001
Br1 1.503 3.707 0.078  0.0064
C1 -0.282 3.838 0.667  0.0153
C2 -0.793 5.073 1.015  -0.0024
C3 -2.120 5.141 1.399  0.0040
C4 -2.881 3.987 1.397  0.0012
C5 -2.286 2.803 1.019  0.0158
N1 -0.992 2.718 0.674  0.0526
C6 -3.066 1.516 0.949  -0.0055
O1 -4.213 1.469 1.318  -0.0005
O2 -2.371 0.504 0.482  -0.0200
H1 -0.167 5.952 0.972  0.0004
H2 -2.554 6.091 1.681  0.0002
H3 -3.927 3.977 1.670  0.0001
O3 -0.363 -1.510 0.362  -0.0095
C7 -1.139 -2.466 0.116  0.0065
C8 -0.570 -3.832 -0.143  0.0009
C9 -0.718 -4.269 -1.625  -0.0001
C10 -1.782 -3.509 -2.417  0.0010
C11 -3.213 -3.648 -1.897  0.0004
C12 -3.347 -3.375 -0.393  -0.0005
N2 -2.451 -2.317 0.064  0.0061
H4 -1.077 -4.539 0.516  0.0003
H5 0.476 -3.804 0.148  -0.0008
H6 -0.923 -5.341 -1.653  0.0001
H7 0.238 -4.116 -2.127  0.0000
H8 -1.752 -3.843 -3.455  0.0000
H9 -1.504 -2.451 -2.447  -0.0004
H10 -3.592 -4.654 -2.093  0.0001
H11 -3.853 -2.958 -2.451  0.0001
H12 -3.136 -4.279 0.178  0.0000
H13 -4.362 -3.076 -0.141  0.0001
H14 -2.803 -1.371 0.206  0.0015
C13 3.457 0.626 -1.526  -0.0063
C14 2.968 -0.809 -1.748  0.0001
C15 2.793 -1.586 -0.442  0.0086
C16 1.752 -0.878 -2.662  -0.0025
C17 1.837 -1.687 -3.788  0.0018
C18 0.828 -1.722 -4.736  -0.0021
C19 -0.256 -0.882 -4.582  0.0006
C20 -0.399 -0.053 -3.471  -0.0254
C21 -1.615 0.865 -3.483  0.0034
C22 -2.859 0.161 -2.932  0.0065
C23 -1.442 2.246 -2.850  -0.0173
C24 0.583 -0.116 -2.469  0.0166
O4 0.435 0.606 -1.320  -0.0060
H15 4.377 0.629 -0.934  0.0000
H16 2.707 1.245 -1.031  -0.0040
H17 3.676 1.104 -2.483  0.0000
H18 3.770 -1.311 -2.294  0.0000
H19 1.949 -1.227 0.142  0.0010
H20 3.700 -1.523 0.167  -0.0001
H21 2.603 -2.640 -0.654  0.0002
H22 2.731 -2.282 -3.936  -0.0001
H23 0.915 -2.354 -5.609  0.0000
H24 -1.017 -0.844 -5.355  -0.0001
H25 -1.804 1.046 -4.545  0.0000
H26 -2.729 -0.087 -1.877  0.0010
H27 -3.062 -0.760 -3.480  0.0003
H28 -3.734 0.808 -3.017  -0.0001
H29 -1.536 2.212 -1.767  0.0135
H30 -2.223 2.912 -3.222  0.0003
H31 -0.473 2.684 -3.094  -0.0006
C25 4.047 1.873 3.599  0.0008
C26 3.950 1.323 2.192  0.0002
N3 2.568 0.969 1.902  -0.0321
C27 1.578 0.785 2.802  0.0140
N4 0.351 0.571 2.360  0.0140
C28 -0.644 0.146 3.348  0.0202
C29 -0.494 0.944 4.629  -0.0009
C30 0.900 0.712 5.170  -0.0008
N5 1.901 0.837 4.113  0.0064
C31 3.297 0.939 4.529  -0.0003
H32 3.601 2.868 3.649  0.0002
H33 5.091 1.952 3.897  -0.0003
H34 4.590 0.442 2.091  0.0004
H35 4.280 2.061 1.460  0.0000
H36 2.350 0.747 0.943  0.0188
H37 -0.541 -0.925 3.557  -0.0002
H38 -1.640 0.288 2.929  -0.0030
H39 -1.231 0.643 5.372  0.0000
H40 -0.644 2.004 4.412  -0.0001
H41 0.971 -0.281 5.623  0.0003
H42 1.138 1.443 5.945  -0.0002
H43 3.766 -0.051 4.540  -0.0001
H44 3.308 1.318 5.549  -0.0001

Results
Frontier orbital gap (alpha / beta): 7.67 / 7.69 eV
Spin multiplicity: 2
⟨S²⟩: 0.75
HOMO level (alpha / beta): -10.5434 / -10.5949 eV
LUMO (alpha / beta): -2.88 / -2.91 eV
Total charge: +1

=====

We obtain calculated total energy values of -27471.5464, -97186.2899, -141661.2975 eV for the records listed above, in that order.
We obtain energy relative to the best compared isomer or geometry (same formula, charge and spin) values of 0.0, 565.4, 0.0 kJ/mol for the records listed above, in that order.